14
Properties=species:S:1:pos:R:3:forces:R:3 method="wB97M-V/def2-TZVPD" energy_ha=-2840.0376 e_above_lowest_kcal_mol=36.5 orbital_gap_ha=0.3073 lumo_energy_ev=0.8
H -0.135067 -0.215669 -1.841009 0.645 -0.243 -0.649
H 1.769386 -0.560640 -0.262862 0.666 -1.654 -1.084
C -0.709350 0.044014 -0.994941 -1.189 2.611 3.766
N -1.077542 -2.176853 -0.301995 -0.338 -1.978 1.098
H -2.362392 0.071883 -2.165912 -0.561 -0.352 0.760
H 1.552868 -0.173373 1.463250 -0.005 -0.368 -0.240
H -0.413345 0.748189 1.064059 -0.691 -0.342 -1.491
H -1.593521 -2.860043 1.675269 -0.722 -0.590 1.932
C 1.410896 0.127693 0.422740 -0.059 3.232 0.548
N -0.002288 0.438533 0.172712 0.510 -0.548 -0.138
H 2.082722 1.068397 0.296253 -1.063 -1.286 0.140
Br -3.407020 0.520471 0.163050 0.967 -0.201 -0.356
C -2.051787 0.086074 -1.113628 0.585 0.999 -1.798
C -1.486683 -2.501198 0.725793 1.255 0.720 -2.488


14
Properties=species:S:1:pos:R:3:forces:R:3 method="wB97M-V/def2-TZVPD" energy_ha=-2840.0053 e_above_lowest_kcal_mol=56.8 orbital_gap_ha="0.2971 / 0.2970" lumo_energy_ev="0.4 / 0.4"
C 1.506110 -0.810884 -0.010591 -0.068 -0.585 0.567
Br 4.260565 0.011415 -0.007041 -0.553 -0.298 0.207
H -2.539891 0.597026 0.871853 -0.566 -1.489 -0.430
H 2.212711 1.299680 -0.240609 -0.866 -0.885 0.447
H -2.211294 -1.201572 0.140471 -1.063 1.664 -0.025
C 2.328013 0.232002 -0.007225 1.592 1.113 -0.822
C 0.036254 -0.732349 -0.070451 2.135 2.293 0.071
H 1.993822 -1.872186 0.107465 -1.311 2.151 -0.304
H -2.686207 0.346067 -0.843270 -1.003 0.007 -1.463
N -0.360050 1.519838 0.011590 -0.423 -0.221 0.121
C -2.260605 -0.076907 0.012697 2.393 0.451 2.174
H -1.153312 2.026632 0.369314 -0.314 0.885 -0.089
N -0.807540 0.298878 -0.052917 2.181 -1.767 0.139
H -0.318581 -1.637641 -0.281287 -2.136 -3.320 -0.595


17
Properties=species:S:1:pos:R:3:forces:R:3 method="wB97M-V/def2-TZVPD" energy_ha=-3044.9131 total_charge=+1 e_above_lowest_kcal_mol=123.1 orbital_gap_ha="0.3000 / 0.3001" lumo_energy_ev="-5.8 / -5.8"
N 1.377458 0.127639 -0.903976 2.434 0.877 1.005
H -1.105408 0.056257 0.937168 1.032 0.802 0.828
H 0.972836 3.327912 1.069837 -0.443 -0.919 -0.301
H 2.960146 1.976008 1.181797 -1.142 -0.142 -0.522
C 0.983711 2.326827 0.580016 1.608 0.837 0.271
O -1.044827 0.279618 -1.777200 -0.589 -1.877 0.466
H 1.578570 -0.585644 -1.587213 -0.184 -0.405 -0.263
C -1.241843 -0.655271 -1.000914 -0.535 1.076 -2.397
C 2.414675 0.495838 -0.246521 -2.125 1.114 0.912
O -0.953333 1.974993 -0.718349 -1.076 0.629 -0.046
N 0.066913 1.984725 -0.195172 0.110 0.648 0.107
N 2.157378 1.644988 0.615963 2.857 -1.925 -0.142
C -1.642383 -0.637684 0.355174 -3.816 -0.133 4.569
H -1.216926 -1.631067 -1.368392 0.411 -1.907 -1.348
H -2.718709 -0.181330 0.537076 1.767 -0.740 -1.039
H -1.760687 -1.598542 1.012222 0.771 1.347 -1.953
Br 4.153654 -0.313537 -0.106503 -1.080 0.719 -0.146


14
Properties=species:S:1:pos:R:3:forces:R:3 method="wB97M-V/def2-TZVPD" energy_ha=-2860.2819 smiles="O[C@H]1[NH2+]CC=C1Br" total_charge=+1 e_above_lowest_kcal_mol=44.8 orbital_gap_ha=0.3757 lumo_energy_ev=-3.5
C -0.577694 -0.745636 -0.660940 0.678 0.046 0.351
H 0.872544 -1.843519 -1.793581 0.330 0.566 -0.600
H -0.818139 -0.279326 1.271958 -0.099 0.467 0.073
O 0.782973 2.124749 0.502393 0.297 2.511 -0.635
H -1.274827 -0.463242 -1.366538 -1.446 0.839 -1.710
C 1.763498 -0.251417 -0.651646 -1.863 3.066 2.511
H -0.940819 -1.656605 -0.271961 -0.360 -1.164 0.559
C 0.928310 0.827839 0.656727 1.422 -3.357 -1.459
C 0.775855 -0.924616 -1.218262 1.184 -1.038 0.525
H 1.349204 0.671081 1.725388 -0.896 -0.256 -1.906
Br 3.571295 0.088636 -0.923008 -0.592 -0.462 0.022
N -0.535703 0.228787 0.429966 0.675 1.274 2.063
H 0.588400 2.501126 -0.387356 0.486 -0.763 0.545
H -1.071725 1.144548 0.394911 0.183 -1.728 -0.339


15
Properties=species:S:1:pos:R:3:forces:R:3 method="wB97M-V/def2-TZVPD" energy_ha=-2935.8744 total_charge=-1 e_above_lowest_kcal_mol=70.2 orbital_gap_ha=0.2359 lumo_energy_ev=2.6
C 0.459738 -1.160641 -0.035841 -2.810 -0.660 2.827
H 1.853205 -0.370996 -1.244609 2.430 1.598 -0.707
H -0.181167 -2.075858 1.768851 0.257 -0.886 0.908
C 0.998641 -0.914349 -1.191858 -1.338 -1.294 2.686
H -0.516042 1.580552 -0.908490 0.605 -0.240 0.943
H 0.764924 -1.657202 -1.860444 -0.391 -1.124 -2.504
C -0.751947 1.603947 1.199233 2.276 0.584 0.015
N -0.029509 1.541709 -0.003017 -3.632 1.767 0.868
C -0.372984 -1.352896 1.036659 3.148 0.684 -3.683
Br 2.712828 -2.414777 -3.739721 0.020 -0.015 -0.067
O -0.217444 1.550186 2.298257 -1.096 0.171 -1.601
H -2.407892 1.304421 0.367614 -1.042 -1.456 -2.246
H -1.058937 -0.580980 1.220384 -1.162 0.337 0.285
O -2.087108 1.833513 1.044419 1.000 1.296 2.251
H 0.833694 1.113372 0.048561 1.733 -0.763 0.026


16
Properties=species:S:1:pos:R:3:forces:R:3 method="wB97M-V/def2-TZVPD" energy_ha=-3277.2573 smiles="O=C1NCC[C@H]1P(O)Br" e_above_lowest_kcal_mol=0.0 orbital_gap_ha=0.3596 lumo_energy_ev=0.5
H 2.612493 0.618099 0.234594 0.600 0.384 -0.246
Br -1.561717 1.494514 -1.927375 -0.049 0.101 0.225
N 1.540379 -1.013555 -0.431284 0.014 0.364 0.011
H 0.085014 1.895504 0.108511 -0.265 0.169 -0.449
O -3.041352 -0.033050 0.386925 -0.018 0.107 -0.384
C -0.423405 -0.208357 0.613327 0.598 0.976 0.859
C 0.501862 0.993023 0.512913 1.473 -0.774 -0.315
H 0.954686 1.294560 1.443680 -0.371 -0.185 0.758
P -1.786639 -0.336614 -0.617740 -0.200 -0.872 -0.023
H -3.815641 -0.404369 -0.059946 -0.140 0.171 0.301
O 0.230949 -2.487751 0.735846 -0.910 -4.835 1.308
H -0.718831 -0.301369 1.651114 -1.003 -0.120 -0.022
H 1.579241 -1.388534 -1.364811 0.266 -0.392 0.075
C 1.713676 0.431408 -0.322682 -1.163 0.184 -0.281
C 0.459332 -1.431649 0.342149 0.588 4.497 -1.551
H 1.669955 0.878140 -1.305221 0.579 0.225 -0.265


12
Properties=species:S:1:pos:R:3:forces:R:3 method="wB97M-V/def2-TZVPD" energy_ha=-616.7526 smiles="CC(C)=CCl" e_above_lowest_kcal_mol=15.7 orbital_gap_ha=0.3709 lumo_energy_ev=1.0
H 1.829556 -0.854928 -0.336478 -0.524 0.035 -0.053
H 0.372924 2.021555 0.774774 2.915 4.123 0.581
C -0.883434 -0.999085 -0.020626 -3.514 0.841 3.573
H -0.458097 -1.681360 -0.640842 0.959 -1.779 -2.284
H -0.841154 -1.530035 0.986131 -0.254 0.544 -0.923
H 2.043717 0.825483 -0.587729 -0.538 0.522 0.548
Cl -1.906655 1.521319 1.371238 0.213 0.526 0.333
C 1.265507 0.060224 -0.584659 0.952 -0.635 -1.295
C -0.025138 0.204309 0.140015 0.885 -1.519 -1.267
C -0.294615 1.310493 0.743686 -4.203 -2.442 0.460
H 0.949471 -0.012463 -1.642317 0.429 -0.256 0.195
H -2.052082 -0.865513 -0.203192 2.681 0.039 0.132


13
Properties=species:S:1:pos:R:3:forces:R:3 method="wB97M-V/def2-TZVPD" energy_ha=-1076.8745 e_above_lowest_kcal_mol=9.6 orbital_gap_ha="0.3335 / 0.3332" lumo_energy_ev="0.8 / -0.9" spin_multiplicity=2
H 1.539645 -0.007300 1.495688 -1.539 0.008 0.685
Cl 2.218809 0.001602 -0.469083 2.334 -0.006 1.555
H -0.534191 -1.813918 0.996105 0.438 -0.191 0.249
C -0.210288 -1.100386 0.248852 0.811 -0.144 -0.189
H 0.066045 1.622067 -0.694376 -0.019 -0.269 0.826
H -1.980258 0.003511 0.797310 -0.543 0.001 -0.442
H 0.058254 -1.622667 -0.696773 -0.016 0.265 0.818
H -1.536792 0.004361 -1.023856 -0.856 0.001 0.341
Cl 1.481645 -0.002397 -2.558174 -1.152 -0.005 -2.973
H -0.525632 1.815024 0.998470 0.432 0.192 0.254
C -1.224437 0.002562 0.020165 -0.255 -0.001 -0.696
C -0.205508 1.100334 0.250981 0.810 0.143 -0.179
C 0.852714 -0.002787 0.634696 -0.445 0.007 -0.249


15
Properties=species:S:1:pos:R:3:forces:R:3 method="wB97M-V/def2-TZVPD" energy_ha=-1206.8803 smiles="CC(C)(Cl)[C@H](Cl)N=O" e_above_lowest_kcal_mol=55.8 orbital_gap_ha=0.3376 lumo_energy_ev=-0.5
H 0.774497 1.701799 0.209234 -0.840 -0.656 -0.244
H -1.968079 -0.103284 -1.677076 -1.313 0.392 -0.610
C 0.748967 -1.331361 -0.216749 -0.070 1.921 -1.207
C -0.114519 -0.143491 -0.651289 -0.789 0.405 1.322
C -1.559537 -0.737615 -0.937090 1.785 -0.612 1.865
H 0.353361 -2.198849 -0.639635 -0.136 -1.501 -0.185
H 0.800210 -1.395394 0.820827 0.308 -0.153 1.736
N -1.236750 -2.077556 -1.556348 -1.704 -0.456 -0.689
Cl -2.512311 -0.925783 0.615661 0.487 0.332 -1.307
C -0.122408 1.045130 0.386054 0.676 0.203 -1.302
O -1.888308 -3.020410 -1.208263 0.437 1.016 -0.121
H 1.669233 -1.194765 -0.712276 1.534 0.014 0.082
H -1.036490 1.690764 0.153691 1.133 -0.954 1.182
H 0.128031 0.629229 1.377182 -1.319 0.414 -0.090
Cl 0.498137 0.593942 -2.171658 -0.187 -0.366 -0.433


14
Properties=species:S:1:pos:R:3:forces:R:3 method="wB97M-V/def2-TZVPD" energy_ha=-1418.2605 e_above_lowest_kcal_mol=60.1 orbital_gap_ha="0.2824 / 0.2824" lumo_energy_ev="-1.9 / -1.9"
H -2.154949 -0.885075 -0.146191 -0.751 -1.234 -0.340
H -1.600212 -0.572712 1.479900 -0.459 0.346 1.074
P 0.214004 -1.734341 0.369662 -0.510 0.067 -0.618
H -1.336589 1.666667 0.096969 -0.409 -0.315 0.840
Cl 1.045709 1.569254 1.582744 0.180 -0.058 -0.528
H 0.607376 -1.683832 1.731424 0.060 0.154 -0.043
C -0.880783 0.714062 -0.172194 0.618 0.716 -1.891
Cl 1.273419 -0.747686 -2.764792 -0.063 0.389 2.271
H -1.012981 0.816633 -1.319549 -0.186 -1.195 1.611
C 0.616705 0.933741 -0.068223 0.169 0.059 -0.598
C 1.342915 -0.378361 -0.156604 -1.335 -1.470 -1.431
C -1.327776 -0.629191 0.461452 1.820 1.224 -1.156
H 2.392523 -0.670618 -0.184755 -0.066 0.978 0.059
H 0.820640 1.601459 -0.909841 0.932 0.340 0.750